Below is C25H43EuNO2 as an isolated structure at a distorted geometry, with properties calculated with wB97M-V/def2-TZVPD.

Positions of all 72 atoms, in Å:
H1 -0.85317 1.00748 0.88984
H2 -1.82678 2.93599 0.15978
H3 0.51534 1.81212 4.22579
H4 4.64995 0.66795 2.43308
H5 -2.10353 2.41431 -2.03760
O1 -1.17937 -3.13084 -2.85358
H6 1.14652 1.88997 1.75039
H7 -3.72755 0.71606 1.01756
C1 -4.58063 0.00679 -1.56716
H8 1.25166 -2.27621 -3.11403
H9 4.83273 -1.56460 2.82497
C2 -3.92071 1.29663 -2.08579
H10 -2.06800 -0.92911 -0.32028
O2 2.06853 -2.44034 1.27824
H11 2.81236 0.19435 -0.35587
H12 3.51567 -2.14232 -2.26054
H13 -3.33238 2.09806 1.98093
C3 3.03624 1.84856 -2.70080
H14 -4.96896 0.09357 -0.56106
C4 -1.22289 1.47393 3.00812
C5 -0.13310 -2.62064 0.51210
C6 2.63098 1.01082 3.06772
H15 -2.77981 -3.55273 -1.31791
C7 -2.96376 -1.55480 -0.39029
C8 2.53420 0.42239 -2.47749
H16 3.31991 -1.38132 3.74768
C9 -0.39439 -2.77400 -1.86723
H17 -1.76514 -0.19557 1.82088
C10 -3.62294 -1.19121 -1.73556
C11 1.78853 -2.18627 -1.04546
N1 2.17707 2.81345 -1.95691
H18 3.27891 -1.92044 2.08652
C12 0.16134 1.07739 3.50635
H19 2.22530 3.69688 -2.45363
H20 -4.60489 2.13751 -2.10810
H21 2.51726 0.55337 4.04593
H22 -3.55713 3.11848 -0.06379
C13 3.17366 -1.75394 -1.30567
C14 -2.75236 2.39114 -0.02391
C15 3.22428 -0.23279 -1.26963
C16 -2.96650 1.47044 1.17293
H23 1.45630 0.53959 -2.26479
H24 3.81800 -2.14525 -0.52289
Eu1 -0.48218 0.11804 -2.16121
H25 -0.52667 -2.60849 1.51491
H26 3.47232 0.21115 1.22001
H27 -2.71785 -3.57213 0.41915
C17 -2.60023 1.67929 -1.36063
H28 3.08412 2.09768 -3.75576
C18 -1.62520 0.87456 1.66452
H29 -1.35570 2.55454 2.96784
C19 -2.43620 -2.99327 -0.45393
H30 2.68452 -0.13305 -3.40207
H31 -3.63476 -1.42702 0.44676
C20 1.29434 -2.41255 0.31278
H32 -1.91353 0.81602 -1.29219
C21 3.79440 -1.26019 2.78112
H33 1.08011 0.14322 1.78286
H34 -1.95364 1.11260 3.73095
H35 -3.65770 1.08792 -3.12698
H36 -5.43395 -0.20239 -2.20725
H37 2.65823 3.01780 -1.08748
H38 4.26968 0.06169 -1.28834
C22 -0.95477 -2.80880 -0.54520
C23 0.93325 -2.38948 -2.08783
C24 3.67831 0.20242 2.29133
H39 2.96566 2.03854 3.17804
C25 1.24197 1.02497 2.41213
H40 0.17030 0.11733 4.01801
H41 -2.76893 -0.94253 -2.38215
H42 4.05062 1.95799 -2.32469
H43 -4.12733 -2.06064 -2.13358

Cartesian forces (eV/Å) of the 2 atoms listed first:
H 0.2 0.0 0.0
H 0.0 0.3 0.1

## Properties
Net charge = +2
Gap between HOMO and LUMO (spin up / spin down) = 6.35 / 6.39 eV
M = 541.59 g mol⁻¹
2S+1 = 8
HOMO level (spin up / spin down) = -15.09 / -15.09 eV

Below is C25H43F4N7O4P2ReS as an isolated structure at a distorted geometry, with properties calculated with wB97M-V/def2-TZVPD.

Positions of all 87 atoms, in Å:
H1 -0.40986 -2.24713 -4.18493
H2 2.63818 -0.86027 -1.67241
O1 0.97525 -0.85727 0.02542
H3 -1.51231 7.18343 -1.85882
C1 3.08630 1.75649 -0.29249
H4 -2.92414 0.41116 3.06824
O2 -1.32714 0.30233 -0.68177
N1 0.46382 -3.36465 0.72236
H5 -1.76631 -1.40778 -4.96540
H6 1.63731 -3.87943 2.38788
C2 -0.57629 6.41610 -0.08587
C3 5.47491 1.95092 -0.08769
C4 -0.34700 0.40705 -3.55769
H7 -0.25463 -5.32573 0.37753
H8 -0.71802 0.75959 -4.52018
H9 0.66889 -4.58262 -1.74146
H10 1.21814 -1.24658 2.45737
H11 -2.20850 2.23126 2.61637
H12 -0.28090 0.23260 4.67666
C5 -2.36324 -1.29206 1.91013
H13 -4.61870 -2.78218 -0.90962
C6 -2.06220 -0.24293 2.94645
C7 -1.53317 5.03846 -1.72966
F1 -2.18194 4.85466 -2.87906
Re1 0.21835 1.05057 0.53951
C8 -1.24292 6.30727 -1.28616
O3 -0.95394 -2.20089 -0.96621
H14 -4.49996 -0.30095 -2.80984
N2 -1.23736 -0.65002 -3.07997
H15 -0.01697 -1.96731 3.50372
H16 -5.07280 -0.31006 -1.12783
C9 1.51984 -4.03541 -2.14517
C10 -1.37908 -1.77156 -4.01439
H17 -2.75166 -0.85286 1.00022
N3 -0.85336 0.63295 2.69832
H18 -0.50115 4.00928 2.80281
H19 -1.31127 2.14068 4.13741
H20 3.95443 1.03885 2.80894
C11 0.74572 -1.18977 3.43513
H21 3.61454 -2.33219 -1.87990
H22 6.43917 2.17035 -0.52518
F2 -0.22607 7.60990 0.37831
H23 6.25200 1.51275 1.89569
H24 0.99371 0.91404 3.68170
H25 -3.03437 -3.39643 -1.38362
H26 -1.50593 -4.06135 0.40222
H27 -0.35030 1.23976 -2.86857
F3 0.53462 5.51764 1.73900
H28 -2.06872 -2.52170 -3.63203
C12 -0.23787 3.00768 2.48808
P1 -1.68516 -0.88031 -1.54506
H29 1.42726 -4.02842 -3.23152
H30 -3.74992 0.75961 -1.59959
C13 4.33848 2.03332 -0.85443
C14 -0.57392 -4.39272 0.84747
N4 1.55067 -2.66065 -1.63929
N5 3.05475 1.41218 0.99912
H31 0.67420 0.04001 -3.68423
N6 -3.24343 -1.29000 -1.40641
N7 -0.24397 2.85681 1.01348
H32 1.50155 -1.40566 4.19135
P2 0.56180 -2.23863 -0.43530
C15 5.38134 1.58489 1.26146
C16 -0.21966 5.30297 0.65331
H33 -0.75150 -4.58501 1.90583
F4 -1.55079 2.73235 -1.49599
C17 1.75335 -3.75998 1.31137
O4 1.86098 1.15662 1.63062
H34 2.60535 -1.73791 -3.20855
C18 0.18554 0.18987 3.68771
H35 -3.12121 -1.97069 2.30547
C19 -1.23102 2.02563 3.05187
H36 -4.15214 -2.77275 -2.61573
H37 0.77170 2.79845 2.84440
C20 -3.78423 -2.63907 -1.59604
C21 -0.54359 4.00142 0.23787
H38 -1.47627 -1.88092 1.67610
C22 -4.19350 -0.22145 -1.76479
H39 2.09916 -4.70350 0.88406
C23 4.15055 1.31957 1.78539
C24 -1.17707 3.91747 -1.00269
H40 2.51189 -2.99606 1.13981
S1 1.59422 1.83661 -1.17504
C25 2.66780 -1.84653 -2.12457
H41 4.37468 2.31677 -1.89695
H42 -1.91086 -0.72650 3.91257
H43 2.43590 -4.56437 -1.87660

Cartesian forces (eV/Å) of the 2 atoms listed first:
H 0.0 0.0 0.0
H 0.0 0.0 0.0

## Properties
Net charge = +2
Gap between HOMO and LUMO (spin up / spin down) = 7.33 / 7.42 eV
M = 861.88 g mol⁻¹
2S+1 = 2
HOMO level (spin up / spin down) = -13.54 / -13.49 eV

Below is C25H43MnO13 as an isolated structure at a distorted geometry, with properties calculated with wB97M-V/def2-TZVPD.

Positions of all 82 atoms, in Å:
H1 -1.21542 21.58047 -15.59579
C1 -5.71569 22.59063 -18.09411
O1 -4.31462 15.93748 -20.67097
H2 -4.62980 18.14580 -22.20304
H3 1.96572 18.50464 -21.64562
H4 1.42360 20.94945 -21.51659
H5 -2.32906 24.11178 -15.84519
C2 -3.89225 18.51033 -14.75965
H6 -5.12450 16.88985 -12.37638
H7 -0.33455 20.57741 -21.69315
O2 -0.06812 17.95257 -21.73993
H8 -1.49989 19.03189 -18.91368
H9 -0.48661 23.04790 -14.81159
C3 -5.02073 17.52844 -14.46631
H10 -4.31301 15.85364 -18.05320
C4 -6.58974 20.71708 -17.04337
C5 -1.90200 26.08480 -19.08452
H11 -5.25856 16.74847 -15.18964
H12 -3.68155 18.51623 -15.82908
Mn1 0.06161 18.51251 -15.56220
H13 -5.26435 20.50233 -18.70188
O3 -1.24858 19.55355 -16.93765
H14 -5.57215 20.42855 -21.40402
C6 -1.12812 15.89788 -22.10449
C7 -5.54830 18.29382 -21.63511
H15 -7.15468 22.31016 -19.47530
H16 -6.22700 19.82903 -22.87479
O4 -3.15605 17.05794 -13.09631
H17 -7.15961 19.78703 -21.33920
O5 0.88466 16.05114 -20.81558
C8 -4.60498 16.90117 -19.94161
H18 -6.30447 17.58920 -21.98125
H19 -3.13758 23.54814 -18.41226
O6 -2.94227 24.40640 -20.32993
H20 -5.21202 22.97068 -18.98292
C9 -1.52323 19.91164 -18.27055
H21 -5.59959 23.27716 -17.25547
O7 -3.04619 22.50725 -11.84421
C10 -7.15872 22.50455 -18.40277
H22 -0.40762 24.60513 -19.00458
H23 -1.37233 24.72170 -17.55689
C11 -2.68676 25.69418 -20.27835
O8 -6.77824 19.95111 -16.09362
H24 -4.32100 20.95368 -17.39993
H25 -7.71892 23.40864 -18.16425
C12 -1.42420 24.76402 -18.64483
H26 -5.26667 17.25978 -17.92470
H27 -4.71101 15.63532 -13.37920
H28 -1.13489 14.81739 -21.96096
O9 -3.11311 26.47317 -21.13815
C13 -3.44894 23.56976 -14.07690
H29 -2.02595 16.32447 -21.65725
C14 -1.36717 22.41283 -14.90858
H30 -2.51134 20.35969 -18.37537
C15 -6.18785 19.62346 -21.80507
H31 -4.00616 19.52876 -14.38826
C16 -2.70748 22.73186 -13.01594
O10 -5.21585 18.05475 -20.29726
O11 -7.57297 21.44758 -17.55966
H32 -1.10360 26.77357 -19.36066
H33 -1.91359 22.82841 -19.48164
C17 -4.39330 16.86738 -18.44559
H34 -2.47900 26.54541 -18.28264
C18 -0.01463 16.65493 -21.42435
C19 -2.43750 23.74867 -19.22331
C20 0.96826 18.84160 -21.36341
H35 0.86111 20.17901 -22.98715
H36 -3.44098 24.64648 -13.90749
C21 -2.60308 23.21446 -15.29035
H37 -1.09827 16.07314 -23.17989
C22 -5.30785 21.14400 -17.82183
O12 -1.52010 18.12576 -14.19637
C23 0.68307 20.25564 -21.91453
H38 -5.93910 18.10837 -14.37485
O13 -1.72884 22.03107 -13.55835
C24 -2.73628 17.91701 -14.01045
H39 -3.12423 22.70327 -16.09979
H40 -4.49587 23.26813 -14.10958
H41 -0.73562 20.58350 -18.61166
C25 -4.53656 16.70628 -13.27567
H42 0.91529 18.76071 -20.27771
H43 -3.51181 17.44671 -18.17085

Cartesian forces (eV/Å) of the 2 atoms listed first:
H 0.1 -0.3 0.5
C 1.8 0.7 -0.6

## Properties
Net charge = +2
Gap between HOMO and LUMO (spin up / spin down) = 6.03 / 2.05 eV
M = 606.54 g mol⁻¹
2S+1 = 7
HOMO level (spin up / spin down) = -13.70 / -13.70 eV

Below is a 5-piece molecular cluster, C25H43N6O6 overall at a distorted geometry, with properties calculated with wB97M-V/def2-TZVPD.

Positions of all 80 atoms, in Å:
C1 -2.96020 -3.68641 -2.18157
H1 -4.44768 1.22477 4.12182
C2 0.32893 -2.95821 -2.26537
H2 6.81097 0.07490 1.37820
H3 5.12354 5.03902 -3.37434
H4 -0.56796 -3.63887 -4.76322
C3 -1.69407 0.39254 -3.69496
N1 -1.32952 -2.35039 3.34581
C4 6.40627 3.09176 2.38291
C5 -4.82672 0.27295 4.49076
C6 7.39903 0.99513 1.38375
H5 -6.52582 -3.19818 -3.11574
C7 4.90850 3.97728 -3.23090
H6 4.55313 4.55128 0.41421
C8 4.39764 5.08370 -0.52651
C9 -2.12560 -2.78401 -3.22983
O1 2.64810 3.20799 -3.07114
C10 -1.27373 -1.24456 -1.16455
O2 -2.21585 -1.14295 5.01504
C11 -6.33114 1.99581 2.60353
O3 1.42097 -3.20966 -3.11520
H7 -1.84313 -4.90634 -4.11962
O4 -7.98778 0.27167 2.73313
C12 0.17184 -1.34005 5.00245
H8 -4.14029 -0.52515 4.20737
C13 -4.39639 -4.12970 -2.84542
H9 7.18884 3.87817 4.20377
H10 -0.32111 2.92079 -0.67991
H11 8.39961 3.10590 3.16572
H12 5.69715 3.50652 -2.63862
N2 3.42617 4.34669 -1.30586
C14 -6.88985 0.68636 3.09100
H13 -4.90418 0.30999 5.57968
C15 0.84366 0.03705 -3.24700
H14 2.50796 4.19324 -0.91005
O5 5.56600 3.97822 2.27902
C16 0.46318 1.40151 -2.43128
H15 0.65141 -2.28556 5.26657
H16 -4.94513 -4.93025 -2.21739
N3 6.48534 2.11498 1.43740
H17 -5.31806 -2.10096 -2.12242
C17 -1.21193 -1.59455 4.46872
H18 0.76802 -0.80635 4.25855
H19 0.71336 -2.76375 2.97631
H20 -0.33331 -2.57405 1.54847
H21 -2.31896 -4.64500 -1.99604
H22 -5.39648 1.82666 2.06355
H23 5.34976 5.19073 -1.04455
H24 -0.42587 -1.15944 -4.68589
H25 -2.32464 -3.62331 -5.38509
C18 -0.52812 -0.75006 -3.60182
C19 0.07468 2.38801 -1.63207
N4 -1.77288 -1.00423 -0.06754
H26 8.08621 0.98063 2.22828
H27 -0.44948 -4.04246 2.54872
H28 -2.89806 -2.06992 -3.73321
H29 5.80537 2.21681 0.69530
H30 -4.23380 -4.60612 -3.89768
H31 -3.23490 -3.15213 -1.19577
C20 7.37338 3.03625 3.53442
N5 -6.13489 -0.04408 3.95614
O6 0.33777 -3.55627 -1.10246
H32 7.23368 2.11002 4.09688
H33 -2.28648 -2.47914 3.04535
H34 1.58258 -0.54923 -2.59316
N6 -2.75843 0.99620 -3.56802
C21 -1.65963 -3.79888 -4.43963
H35 -6.57312 -0.90991 4.23989
H36 4.87738 3.49564 -4.20969
H37 7.96790 1.06307 0.45380
H38 -7.04418 2.46301 1.92210
C22 -0.89903 -1.95440 -2.59023
C23 -0.27554 -2.96445 2.56682
C24 -5.41903 -2.86224 -2.97769
H39 1.29222 0.40349 -4.24980
H40 -5.14062 -2.31537 -3.96849
H41 0.10639 -0.72295 5.90038
C25 3.57762 3.80741 -2.54748
H42 -6.16592 2.67017 3.44727
H43 3.98492 6.07319 -0.31584

Cartesian forces (eV/Å) of the 2 atoms listed first:
C -0.6 -0.7 -0.5
H -0.1 -0.1 0.0

## Properties
Net charge = -1
Gap between HOMO and LUMO = 7.14 eV
M = 523.65 g mol⁻¹
2S+1 = 1
HOMO level = -5.23 eV

The lowest 2S+1 belongs to which entry?
C25H43N6O6

Which of these has the lowest M?
C25H43N6O6